A single C5H9NO molecule, computed with ωB97M-V/def2-TZVPD.

Output
- Orbital gap: 0.35023 hartree
- Maximum force: 2.5 eV Å⁻¹
- 2S+1: 1
- DFT total energy: -8866.4830 eV
- Charge: 0
- ΔE to the lowest compared entry with this formula, charge and spin: 2.7297 eV

Structure (XYZ):
```
16
C5H9NO (ωB97M-V/def2-TZVPD)
C 1.62 1.46 -0.25
C 0.35 0.65 -0.20
C -0.96 1.00 -0.08
C -1.49 -0.34 0.19
O -2.62 -0.72 -0.58
C 0.14 -0.81 -0.26
N 0.86 -1.61 0.69
H 2.09 1.46 0.74
H 1.43 2.49 -0.53
H 2.35 1.00 -0.92
H -1.47 1.95 -0.20
H -1.60 -0.62 1.24
H -3.38 -0.70 0.01
H 0.03 -1.27 -1.24
H 0.85 -2.61 0.50
H 1.81 -1.33 0.87
```